(1)
Formula: C15H18O2
Source: the Open Molecules 2025 dataset
Level of theory: ωB97M-V/def2-TZVPD

Each line ends with the Mulliken charge.
Geometry (Å):
1 O -1.9707 1.2137 -3.1805  -0.56
2 O 3.4270 2.4593 1.3899  -0.57
3 C 0.2672 -1.1247 -1.5107  -0.56
4 C -0.2654 2.6215 1.2588  -0.51
5 C -0.5690 1.6838 2.2737  0.74
6 C -1.9949 1.7845 2.7642  -1.40
7 C -1.4229 -2.2812 -2.6866  -0.48
8 C -0.4872 -2.2679 -1.6436  0.36
9 C 2.1134 2.3934 1.7070  0.57
10 C -1.8428 -1.1281 -3.2884  -0.60
11 C 1.7880 1.4737 2.7322  -0.39
12 C -0.0727 -3.5731 -0.9535  -0.38
13 C -1.2683 0.1107 -2.8696  0.63
14 C 0.4802 1.4806 3.1765  -0.81
15 C -0.1784 0.0951 -1.9929  -0.41
16 C 1.0683 2.9814 1.0129  -0.53
17 C 1.4369 -3.6801 -0.7251  -1.21
18 H 2.5499 0.8688 3.2096  0.41
19 H -0.5200 -3.4779 0.0675  0.23
20 H 1.2670 3.9208 0.4818  0.33
21 H -2.3263 2.8600 2.8933  0.34
22 H 1.1186 -1.1370 -0.8820  0.41
23 H -2.0442 1.4119 3.8071  0.36
24 H 2.0936 -2.9794 -1.2656  0.34
25 H 0.1934 1.1263 4.1560  0.29
26 H -2.7342 1.2806 2.1572  0.34
27 H -2.5483 -0.9271 -4.0561  0.42
28 H 3.6421 2.3353 0.4634  0.34
29 H -1.0432 3.2317 0.8552  0.49
30 H -1.9019 -3.2046 -3.0674  0.25
31 H 1.7593 -3.4076 0.2893  0.33
32 H 1.8654 -4.6444 -0.9327  0.34
33 H -0.5333 -4.4097 -1.4577  0.39
34 H -1.6989 1.9975 -2.7012  0.30
35 H 0.3521 0.9125 -1.4818  0.20

Computed properties:
DFT total energy	-19939.71548	eV
total charge	0
molar mass	230.31	g/mol
Kohn-Sham gap	8.68	eV
SMILES	CCc1ccc(O)cc1.Cc1ccc(O)cc1

=====

(2)
Formula: C15H19AsN11OS3Tc
Source: the Open Molecules 2025 dataset
Level of theory: ωB97M-V/def2-TZVPD

Each line ends with the Mulliken charge.
Geometry (Å):
1 Tc 0.4065 -0.2489 -0.4487  -0.10
2 As 1.6698 3.2104 -0.5933  0.43
3 S 2.6978 -0.8295 -0.9166  -0.22
4 S 0.9723 -0.4855 1.8714  -0.21
5 S -0.6786 1.8587 2.2756  -0.23
6 O 1.0218 1.6737 -0.5874  -0.02
7 N 3.8909 -0.2517 4.1081  -0.41
8 N -2.3144 1.2089 0.1589  -1.53
9 N -2.4686 3.3016 0.9673  -0.41
10 N -0.3368 -2.1970 -0.4422  0.49
11 N 6.0043 -0.7029 0.6868  -0.40
12 N -0.6547 -0.8686 -4.4084  1.12
13 N 0.0731 -0.2553 -2.5749  0.48
14 N -0.9263 -0.9212 -3.1523  -0.35
15 N 0.4455 -0.2301 -4.7455  -0.95
16 N -1.6289 0.0181 0.0308  0.90
17 N -1.4193 -1.5229 -5.3468  -0.59
18 C -0.2375 -4.5476 -0.8003  -0.88
19 C 3.3856 -0.3673 3.0817  -0.22
20 C -1.6610 -2.3019 -0.1934  0.99
21 C 2.7089 -0.5001 1.8128  0.70
22 C 4.8546 -0.6837 0.7007  -0.28
23 C -1.5898 -4.6627 -0.5162  -0.36
24 C -1.8614 2.0765 1.0194  0.55
25 C -2.3091 -3.5232 -0.2094  -0.92
26 C 0.3606 4.4842 -1.1103  -1.03
27 C 2.3903 3.6986 1.0947  -1.01
28 C 0.3594 -3.3055 -0.7454  -0.17
29 C 3.4127 -0.6481 0.6631  0.66
30 C 3.0910 3.2441 -1.8593  -1.11
31 C 0.8897 0.1463 -3.5554  -0.51
32 C -2.3456 -1.0426 0.0624  -0.56
33 H 1.4165 -3.1696 -0.9224  0.46
34 H 3.1081 2.9422 1.4057  0.36
35 H -0.0836 4.1628 -2.0492  0.35
36 H 1.7975 0.7026 -3.3931  0.50
37 H -2.0735 -5.6310 -0.5280  0.43
38 H -0.4039 4.5316 -0.3359  0.31
39 H 1.5857 3.7649 1.8214  0.31
40 H 3.7561 2.4093 -1.6463  0.34
41 H 3.6353 4.1841 -1.7795  0.44
42 H 2.8871 4.6617 0.9778  0.44
43 H 2.6806 3.1471 -2.8620  0.34
44 H -3.4065 -0.9810 0.2740  0.41
45 H -3.3663 -3.5615 0.0176  0.48
46 H 0.3618 -5.4112 -1.0521  0.45
47 H -3.3384 3.3316 0.4565  0.25
48 H -1.3505 -1.0349 -6.2289  0.30
49 H 0.8384 5.4555 -1.2334  0.44
50 H -2.3576 -1.6437 -4.9930  0.29
51 H -2.4316 3.8589 1.8055  0.23

Computed properties:
spin multiplicity	4
DFT total energy	-129836.85185	eV
total charge	+1
molar mass	638.52	g/mol
Kohn-Sham gap (alpha / beta)	6.72 / 5.53	eV

=====

(3)
Formula: C15H19BrSiY
Source: the Open Molecules 2025 dataset
Level of theory: ωB97M-V/def2-TZVPD

Each line ends with the Mulliken charge.
Geometry (Å):
1 Y 0.0794 -0.8485 -1.6835  1.01
2 Br 1.5192 1.2067 -2.5053  -0.62
3 Si -0.6628 2.4031 2.5491  0.04
4 C -0.9099 4.1955 2.0674  -0.95
5 C -0.8836 0.5510 0.0810  -0.02
6 C -1.9331 2.0180 3.8596  -0.96
7 C 1.0191 2.2688 3.3703  -1.00
8 C -1.5184 -2.3593 -2.8899  -0.57
9 C 0.3885 -1.6204 -3.9933  -0.53
10 C -0.8317 1.2808 1.0949  -0.34
11 C -0.1903 -2.7196 -3.2829  -0.41
12 C 1.3978 -1.4252 0.6378  -0.56
13 C -1.7766 -1.0433 -3.3976  -0.44
14 C 2.3369 -1.3542 -0.4368  -0.71
15 C -0.5986 -0.5827 -4.0633  -0.43
16 C 1.1350 -3.3224 -0.6502  -0.40
17 C 0.6542 -2.6370 0.5081  -0.71
18 C 2.1598 -2.5205 -1.2494  -0.49
19 H -1.8033 2.6988 4.7107  0.26
20 H -2.7393 -0.5264 -3.3871  0.46
21 H -2.2356 -3.0128 -2.3938  0.39
22 H 2.7617 -2.7802 -2.1173  0.43
23 H 1.2371 -0.6646 1.3971  0.53
24 H -0.9914 4.8467 2.9499  0.27
25 H -2.9430 2.1613 3.4588  0.30
26 H 0.2878 -3.6808 -3.1087  0.56
27 H -0.4847 0.3715 -4.5757  0.45
28 H -0.0834 4.5670 1.4513  0.30
29 H -0.0903 -3.0213 1.2074  0.38
30 H 1.8282 2.6380 2.7282  0.30
31 H 0.8138 -4.3086 -0.9806  0.47
32 H 1.0135 2.8825 4.2811  0.29
33 H -1.8412 4.2900 1.4963  0.28
34 H -1.8406 0.9891 4.2236  0.28
35 H 1.2524 1.2380 3.6633  0.32
36 H 1.3804 -1.5947 -4.4413  0.31
37 H 3.0927 -0.5842 -0.5789  0.52

Computed properties:
DFT total energy	-94830.27716	eV
total charge	-1
molar mass	396.21	g/mol
Kohn-Sham gap	7.60	eV

=====

(4)
Formula: C15H19Cl3GeNO4PtSSi
Source: the Open Molecules 2025 dataset
Level of theory: ωB97M-V/def2-TZVPD

Each line ends with the Mulliken charge.
Geometry (Å):
1 Pt -0.0645 0.4339 0.2091  0.86
2 Ge -2.2289 -0.4684 0.8638  0.50
3 Cl -2.6356 -0.6015 3.0683  -0.43
4 Cl -2.9218 -2.5520 0.2960  -0.48
5 Cl -4.0315 0.7011 0.2335  -0.45
6 S 3.6096 -2.7387 2.6889  1.17
7 Si -1.5806 3.5571 -3.3337  0.07
8 O 0.3961 1.7249 2.9872  -0.33
9 O 4.1814 -1.9835 3.7772  -0.68
10 O 0.5247 -1.5983 1.0872  -0.82
11 O 4.5120 -3.5975 1.9592  -0.72
12 N 2.7431 -1.8051 1.7037  -0.52
13 C -0.1012 1.8935 1.6989  -0.21
14 C -1.1330 2.9718 1.6785  -0.72
15 C -0.9259 2.3632 -2.1812  0.95
16 C -0.5587 1.5996 -1.2944  -0.83
17 C 2.2542 -3.7085 3.3068  -0.07
18 C -0.2503 4.1833 -4.5040  -0.99
19 C 1.1183 -3.2507 2.6838  0.40
20 C -2.9568 2.8216 -4.3733  -0.94
21 C 2.2185 -4.7215 4.2457  -0.57
22 C -2.2838 5.0398 -2.4251  -0.98
23 C -0.1254 -3.7783 2.9736  -0.21
24 C 0.9728 -5.2651 4.5415  -0.33
25 C 1.5101 0.8705 3.1361  -0.58
26 C -0.1834 -4.8004 3.9172  -0.64
27 C 1.4522 -2.1173 1.7311  0.29
28 H -3.7624 2.4672 -3.7262  0.28
29 H -1.1422 -5.2326 4.1762  0.40
30 H -3.3676 3.5575 -5.0722  0.26
31 H -1.5178 5.5010 -1.7974  0.30
32 H 3.1196 -5.0705 4.7333  0.40
33 H 0.8994 -6.0618 5.2731  0.35
34 H 0.5622 4.6498 -3.9417  0.28
35 H -2.5930 1.9650 -4.9454  0.29
36 H -0.6513 4.9192 -5.2082  0.27
37 H -0.9110 3.7316 2.4384  0.34
38 H 0.1762 3.3554 -5.0758  0.29
39 H -2.6704 5.7961 -3.1162  0.28
40 H 1.2543 0.0457 3.8069  0.16
41 H -1.1666 3.4452 0.6949  0.10
42 H -2.1478 2.5959 1.8801  0.17
43 H -3.0971 4.7197 -1.7693  0.28
44 H 2.3421 1.4338 3.5703  0.31
45 H 1.8395 0.4599 2.1831  0.23
46 H -1.0126 -3.3969 2.4821  0.27

Computed properties:
spin multiplicity	4
DFT total energy	-141588.60100	eV
total charge	-2
molar mass	711.52	g/mol
Kohn-Sham gap (alpha / beta)	4.37 / 7.52	eV

=====

In the order shown, the computed strongest force on any atom values come out to 3.71, 1.43, 3.66, 0.51 eV Å⁻¹.